Record 1
This record from the Open Molecules 2025 dataset describes a gas-phase ion, C9H13ClNS (charge +1) at a distorted geometry. The level of theory is ωB97M-V/def2-TZVPD.

- relative energy (zero: lowest compared OMol25 entry of this formula, charge and spin) (kJ/mol) = 199.55
- net charge = +1
- E_LUMO (eV) = -3.23
- frontier orbital gap (Ha) = 0.341
- E_tot (Ha) = -1263.52925
- structure (SMILES) = Cc1sc(C)c(C2([NH3+])CC2)c1Cl

Structure (XYZ):
```
25
Properties=species:S:1:pos:R:3:forces:R:3
C 3.760 0.646 -0.174 -0.76 -2.30 1.81
C 2.401 0.058 -0.142 1.31 -1.88 -0.45
S 2.156 -1.770 -0.047 -1.06 2.25 -0.17
C 0.391 -1.544 -0.072 0.86 -0.44 0.51
C -0.599 -2.604 0.300 1.22 -0.32 -3.89
C 0.023 -0.254 -0.159 2.75 1.71 -0.56
C -1.306 0.319 0.037 1.40 2.13 -1.25
N -1.196 1.067 1.410 -0.89 0.75 -2.03
C -2.483 -0.057 -0.744 -1.54 2.61 2.42
C -1.778 1.256 -1.142 -3.99 -0.77 3.74
C 1.280 0.711 -0.287 -4.26 -2.36 0.66
Cl 1.070 2.402 -0.377 0.14 0.54 -0.04
H 4.321 0.073 -0.849 1.17 -0.24 -1.22
H 3.743 1.670 -0.311 0.08 1.96 -0.68
H 4.168 0.441 0.808 0.49 0.13 0.31
H -0.666 -2.705 1.278 -0.76 0.21 4.88
H -1.495 -2.397 -0.194 -1.70 0.68 -0.16
H -0.501 -3.638 0.038 1.26 -0.55 -0.86
H -1.899 1.764 1.621 -0.56 0.53 -0.68
H -0.305 1.586 1.266 -0.28 -0.37 0.71
H -1.276 0.496 2.206 0.83 -1.50 1.27
H -3.410 0.016 -0.178 -0.13 0.81 -0.03
H -2.667 -0.894 -1.293 0.86 -2.41 -1.78
H -1.244 1.212 -1.994 1.93 0.05 -2.58
H -2.488 2.146 -1.001 1.62 -1.23 0.07
```
Forces are in eV/Å.



Record 2
This record from the Open Molecules 2025 dataset describes C18H21N3O2S in the gas phase at a distorted geometry. The level of theory is ωB97M-V/def2-TZVPD.

- relative energy (zero: lowest compared OMol25 entry of this formula, charge and spin) (kJ/mol) = 550.32
- E_LUMO (eV) = -0.25
- frontier orbital gap (Ha) = 0.292
- E_tot (Ha) = -1411.30101
- structure (SMILES) = C#C[C@H](C)NC[C@@H](O)COc1ccccc1/C=C/c1nnc(C)s1

Structure (XYZ):
```
45
Properties=species:S:1:pos:R:3:forces:R:3
C 0.871 -2.563 -6.712 -1.14 -0.64 1.87
C 0.311 -2.925 -5.704 0.67 0.08 -0.80
C -0.313 -3.429 -4.465 -0.18 1.77 0.75
C -1.835 -3.446 -4.590 0.14 -0.46 -0.59
N 0.153 -2.528 -3.362 1.08 -1.31 0.91
C -0.087 -2.787 -1.915 -0.51 0.04 -1.30
C 0.367 -1.599 -1.045 -0.45 0.13 -0.30
O -0.417 -0.439 -1.387 0.36 -0.29 0.21
C 0.175 -1.960 0.431 0.16 0.50 -0.48
O 0.439 -0.841 1.316 -0.43 -0.73 -0.55
C 1.650 -0.212 1.333 1.01 0.52 0.35
C 2.877 -0.803 0.977 -0.57 0.15 0.33
C 4.079 -0.130 1.158 -0.26 0.88 0.10
C 4.051 1.193 1.638 0.11 -0.17 -0.24
C 2.846 1.820 1.957 0.44 -0.75 0.07
C 1.652 1.110 1.866 -0.54 -0.57 -0.54
C 0.374 1.702 2.266 -0.55 2.00 1.46
C 0.247 2.778 3.116 0.82 -2.04 -0.56
C -0.993 3.365 3.597 0.79 0.01 -0.14
N -0.937 4.396 4.402 -1.33 -0.54 -0.64
N -2.193 4.902 4.592 -0.26 0.40 -0.16
C -3.150 4.308 3.931 0.58 0.37 1.02
C -4.543 4.893 3.985 -0.13 -0.80 -0.76
S -2.580 2.897 3.096 -0.05 0.55 -0.16
H 1.344 -2.247 -7.581 0.47 0.35 -0.89
H 0.012 -4.442 -4.318 0.52 -0.43 0.35
H -2.114 -3.879 -5.576 -0.09 0.53 0.65
H -2.194 -2.435 -4.421 -0.29 0.08 -0.41
H -2.246 -4.077 -3.816 -0.23 -0.20 0.26
H -0.030 -1.570 -3.532 -0.35 0.83 -0.56
H -1.161 -2.928 -1.761 -0.20 -0.06 0.40
H 0.414 -3.715 -1.607 0.06 0.29 -0.04
H 1.417 -1.382 -1.266 -0.02 -0.09 0.08
H -0.083 0.307 -0.857 -0.17 -0.41 -0.28
H -0.856 -2.302 0.605 0.28 0.58 0.14
H 0.803 -2.816 0.608 0.56 -0.27 0.57
H 2.896 -1.811 0.613 -0.05 -0.37 -0.17
H 5.027 -0.613 0.895 -0.46 0.24 0.15
H 4.978 1.747 1.731 -0.05 -0.06 0.03
H 2.821 2.842 2.328 0.12 -0.20 -0.18
H -0.543 1.262 1.894 0.09 -0.15 -0.14
H 1.134 3.188 3.618 -0.44 -0.05 -0.34
H -4.948 4.866 4.994 0.08 -0.03 0.06
H -5.250 4.375 3.303 0.48 0.24 0.42
H -4.463 5.928 3.664 -0.08 0.08 0.04
```
Forces are in eV/Å.



Record 3
This record from the Open Molecules 2025 dataset describes C2H4FN in the gas phase at a distorted geometry. The level of theory is ωB97M-V/def2-TZVPD.

- relative energy (zero: lowest compared OMol25 entry of this formula, charge and spin) (kJ/mol) = 41.92
- E_LUMO (eV) = 1.01
- frontier orbital gap (Ha) = 0.441
- E_tot (Ha) = -233.19522
- structure (SMILES) = [H]/N=C(/C)F

Structure (XYZ):
```
8
Properties=species:S:1:pos:R:3:forces:R:3
H -1.996 -1.241 0.703 2.40 1.32 0.04
N -1.008 -0.822 0.884 -2.06 -2.00 0.69
C -0.411 -0.265 -0.024 -2.33 1.08 -1.95
C 0.848 0.452 -0.088 3.99 -0.85 1.97
F -1.141 0.051 -1.285 1.08 -0.85 1.54
H 1.779 -0.245 -0.365 -2.27 1.41 -0.03
H 1.249 0.820 0.962 -1.41 -0.53 -2.03
H 0.681 1.249 -0.786 0.60 0.43 -0.22
```
Forces are in eV/Å.



Record 4
This record from the Open Molecules 2025 dataset describes a molecular structure, C16H35MoNOP2Si at a distorted geometry. The level of theory is ωB97M-V/def2-TZVPD.

- E_LUMO (alpha / beta) (eV) = -0.52 / -0.36
- frontier orbital gap (alpha / beta) (Ha) = 0.211 / 0.246
- E_tot (Ha) = -1800.83966
- spin multiplicity = 3

Structure (XYZ):
```
57
Properties=species:S:1:pos:R:3:forces:R:3
Mo 0.079 -1.225 1.110 0.20 0.96 -1.92
Si 1.938 -0.535 2.662 0.96 0.87 0.53
P -1.012 0.895 1.408 -1.70 0.47 1.19
P 1.538 -1.038 -0.782 0.94 -1.34 -1.04
H 1.352 1.900 -0.442 0.62 -1.08 1.44
C -2.418 1.564 0.375 -0.08 -0.17 -0.12
H -3.065 2.217 0.997 0.46 -0.38 -0.25
H -3.037 0.732 -0.004 0.33 0.28 0.12
H -2.053 2.158 -0.477 -0.13 -0.31 0.33
C -0.401 2.534 2.061 0.21 -0.17 0.08
H -1.261 3.196 2.284 0.26 -0.49 -0.16
H 0.243 3.043 1.326 -0.20 -0.28 0.35
H 0.167 2.390 2.996 -0.14 -0.03 -0.45
C -2.028 0.284 2.846 -0.31 0.90 0.08
H -2.676 1.117 3.176 0.12 -0.40 0.10
H -1.380 -0.023 3.678 -0.13 0.07 -0.27
H -2.662 -0.557 2.535 0.26 0.20 0.00
C 1.000 -0.933 -2.578 -0.23 -0.05 0.17
H 1.765 -1.385 -3.245 -0.38 0.27 0.54
H 0.869 0.122 -2.872 -0.02 -0.36 0.11
H 0.047 -1.473 -2.725 0.34 0.29 0.13
C 3.221 -0.259 -1.053 -0.05 -0.12 0.22
H 3.667 -0.637 -1.994 -0.35 0.05 0.47
H 3.902 -0.507 -0.220 -0.37 0.19 -0.27
H 3.125 0.837 -1.135 0.12 -0.48 0.14
C 1.988 -2.852 -0.731 0.50 0.10 -0.68
H 2.642 -3.073 -1.599 -0.23 -0.07 0.42
H 1.093 -3.490 -0.799 0.21 0.35 0.04
H 2.537 -3.088 0.190 -0.15 0.11 -0.19
C 3.003 1.058 2.517 0.28 -0.09 0.36
H 2.439 1.988 2.646 0.02 -0.15 -0.12
H 3.578 1.126 1.590 -0.16 0.01 0.03
H 3.729 1.003 3.346 -0.17 0.11 -0.26
H 1.399 -0.346 4.064 0.33 -0.36 0.10
H 3.048 -1.567 2.581 -0.20 -0.09 0.45
C 1.491 3.432 -1.131 -0.88 1.52 -2.03
O 1.989 2.608 -0.242 -0.45 -2.66 1.30
C 0.128 3.270 -1.650 -1.37 0.65 -0.71
H 0.010 3.666 -2.676 0.44 -0.09 0.23
H -0.651 3.858 -1.110 0.27 -0.23 0.15
H -0.291 2.254 -1.726 0.47 -0.12 0.31
C 2.382 4.478 -1.555 -0.28 0.63 -0.32
H 2.415 4.453 -2.650 0.29 0.62 0.02
H 3.346 4.280 -1.117 0.46 0.22 -0.05
H 1.967 5.409 -1.161 0.46 0.62 -0.43
N -1.251 -2.197 0.424 -0.20 1.46 -0.62
C -2.254 -2.850 -0.227 0.35 -0.53 0.73
C -3.006 -2.288 -1.273 -0.18 -0.32 0.17
C -4.063 -3.031 -1.793 -0.33 -1.06 0.32
C -4.336 -4.327 -1.273 0.53 0.35 0.17
C -3.540 -4.879 -0.242 -0.25 -0.15 -0.23
C -2.499 -4.131 0.282 -0.69 -0.16 -0.52
H -2.770 -1.284 -1.617 -0.03 -0.19 0.01
H -4.709 -2.646 -2.599 0.47 -0.12 0.49
H -5.161 -4.915 -1.664 0.09 0.17 -0.04
H -3.720 -5.896 0.164 -0.08 0.80 -0.45
H -1.854 -4.439 1.100 -0.26 -0.25 -0.16
```
Forces are in eV/Å.



Record 5
This record from the Open Molecules 2025 dataset describes a molecular structure, C45H46As2N4S2Sc. The level of theory is ωB97M-V/def2-TZVPD.

- net charge = +1
- E_LUMO (eV) = -2.64
- frontier orbital gap (Ha) = 0.283
- E_tot (Ha) = -7989.97640

Structure (XYZ):
```
100
Properties=species:S:1:pos:R:3:forces:R:3
Sc 0.384 0.302 1.261 -0.11 0.35 0.19
C -0.114 -1.605 -2.312 -0.01 0.03 -0.03
C 0.022 -2.743 -1.310 0.01 -0.04 0.08
As -0.757 -2.322 0.440 -0.08 -0.05 0.05
C -2.555 -3.065 0.321 0.03 -0.10 -0.01
C -3.641 -2.458 0.940 -0.03 0.06 0.00
C -4.907 -3.025 0.868 -0.01 0.01 0.01
C -5.099 -4.211 0.178 0.01 -0.01 -0.01
C -4.016 -4.839 -0.423 -0.02 0.01 0.01
C -2.753 -4.273 -0.344 0.01 -0.02 0.02
C 0.036 -3.675 1.595 0.05 0.00 -0.03
C -0.724 -4.208 2.633 0.02 0.02 0.03
C -0.156 -5.102 3.530 -0.02 0.01 -0.01
C 1.174 -5.474 3.395 0.01 0.00 0.00
C 1.933 -4.950 2.359 0.01 -0.01 0.01
C 1.369 -4.052 1.463 -0.03 -0.03 -0.01
As -1.974 -0.968 -2.594 0.06 0.00 -0.01
C -1.539 0.748 -3.408 -0.02 -0.01 -0.01
C -2.373 1.827 -3.135 -0.02 0.00 -0.02
C -2.100 3.086 -3.656 0.01 0.00 0.00
C -0.982 3.273 -4.454 0.00 0.00 0.01
C -0.146 2.200 -4.739 0.00 0.01 0.01
C -0.425 0.945 -4.221 0.01 -0.03 0.01
C -2.397 -2.013 -4.185 -0.02 -0.01 0.00
C -2.681 -1.431 -5.416 0.01 -0.02 0.02
C -3.008 -2.225 -6.508 0.00 0.01 0.00
C -3.053 -3.605 -6.382 -0.01 -0.01 -0.01
C -2.781 -4.193 -5.154 0.00 0.00 0.01
C -2.464 -3.400 -4.061 0.00 0.00 -0.02
H 0.313 -1.909 -3.270 -0.02 0.00 -0.01
H 0.447 -0.733 -1.965 0.01 0.02 0.02
H 1.075 -2.937 -1.109 0.03 0.01 -0.02
H -0.414 -3.673 -1.672 -0.04 0.00 -0.04
H -3.521 -1.532 1.485 0.02 -0.02 0.00
H -5.742 -2.535 1.352 0.00 -0.01 -0.01
H -6.086 -4.651 0.115 0.01 0.00 0.00
H -4.152 -5.774 -0.949 0.00 0.01 0.00
H -1.920 -4.800 -0.792 0.02 0.01 0.00
H -1.769 -3.943 2.740 -0.03 0.01 -0.01
H -0.759 -5.516 4.328 0.00 0.00 0.00
H 1.615 -6.176 4.090 0.00 0.00 0.00
H 2.970 -5.238 2.241 -0.01 0.00 0.00
H 1.983 -3.647 0.669 0.01 0.02 0.01
H -3.253 1.684 -2.516 0.00 0.00 -0.01
H -2.761 3.916 -3.442 0.00 0.00 0.00
H -0.765 4.252 -4.863 0.00 0.00 0.00
H 0.721 2.341 -5.371 0.00 0.00 0.00
H 0.231 0.115 -4.456 -0.01 0.02 -0.01
H -2.647 -0.356 -5.533 0.01 0.03 0.00
H -3.227 -1.761 -7.461 0.00 0.00 0.01
H -3.306 -4.222 -7.235 0.01 0.01 0.01
H -2.822 -5.269 -5.045 0.00 0.01 0.00
H -2.280 -3.871 -3.103 0.00 0.00 0.01
C -2.272 0.563 2.884 0.05 0.01 0.06
N -1.739 1.243 1.692 -0.07 -0.04 -0.17
C -2.683 1.105 0.567 -0.03 0.01 0.08
C -1.556 2.679 2.004 0.01 0.01 0.03
C -0.280 2.916 2.778 -0.02 -0.02 -0.07
C -0.127 4.084 3.522 -0.03 0.02 -0.01
C 1.067 4.330 4.186 0.03 0.02 0.03
C 2.097 3.399 4.118 0.01 0.02 0.00
C 1.928 2.235 3.378 -0.03 0.04 -0.02
C 0.746 1.965 2.675 0.05 -0.04 0.09
H -3.328 0.812 3.034 -0.01 0.01 0.00
H -1.710 0.882 3.760 -0.02 -0.01 -0.03
H -2.178 -0.520 2.786 -0.02 -0.02 -0.01
H -3.656 1.541 0.822 0.00 0.01 0.01
H -2.828 0.057 0.312 0.02 0.03 -0.01
H -2.286 1.622 -0.305 0.01 0.00 0.00
H -2.433 3.048 2.550 -0.01 0.01 0.00
H -1.523 3.211 1.051 0.03 0.00 -0.01
H -0.942 4.798 3.596 0.02 -0.01 0.00
H 1.184 5.233 4.773 0.00 -0.02 -0.01
H 3.025 3.580 4.649 -0.01 -0.01 0.00
H 2.753 1.528 3.337 0.00 -0.01 0.01
S 0.437 2.026 -0.735 0.10 -0.11 0.00
C 1.962 2.749 -0.359 -0.08 0.13 -0.10
N 1.981 3.801 0.490 0.11 -0.06 0.04
C 3.089 4.486 0.841 -0.05 -0.01 0.00
C 4.295 4.139 0.308 0.02 0.03 0.01
C 4.336 3.066 -0.589 0.00 -0.03 -0.04
C 3.190 2.383 -0.922 0.00 0.03 0.01
H 1.106 4.023 0.952 -0.06 0.00 0.04
H 2.944 5.287 1.549 0.00 0.00 0.00
H 5.184 4.687 0.581 0.00 -0.01 0.00
H 5.279 2.768 -1.028 -0.01 0.00 0.01
H 3.208 1.558 -1.616 -0.01 -0.04 0.00
C 0.254 -0.892 4.919 0.00 0.00 0.01
C 1.477 -1.235 4.136 -0.05 -0.11 -0.01
C 2.573 -1.859 4.703 0.02 0.01 -0.01
C 3.649 -2.138 3.874 -0.06 0.00 -0.03
N 3.677 -1.817 2.586 0.03 0.02 0.08
C 2.594 -1.215 2.109 0.02 -0.03 -0.15
S 2.523 -0.718 0.434 0.03 -0.04 0.06
N 1.487 -0.931 2.831 0.08 -0.05 -0.10
H 0.371 -1.160 5.966 -0.01 0.00 0.00
H -0.609 -1.426 4.516 0.01 0.00 -0.01
H 0.067 0.181 4.844 0.01 0.00 0.01
H 2.585 -2.120 5.751 -0.01 -0.01 -0.01
H 4.526 -2.646 4.260 0.00 0.02 0.00
```
Forces are in eV/Å.



Record 6
This record from the Open Molecules 2025 dataset describes C4H2ClF3 in the gas phase at a distorted geometry. The level of theory is ωB97M-V/def2-TZVPD.

- relative energy (zero: lowest compared OMol25 entry of this formula, charge and spin) (kJ/mol) = 143.70
- E_LUMO (eV) = 0.81
- frontier orbital gap (Ha) = 0.413
- E_tot (Ha) = -913.30973
- structure (SMILES) = FC(F)=C1[C@H](F)[C@H]1Cl

Structure (XYZ):
```
10
Properties=species:S:1:pos:R:3:forces:R:3
F -2.956 1.468 0.322 1.03 -1.66 -0.12
C -2.485 0.217 -0.080 -1.65 3.60 0.91
F -3.523 -0.392 -0.508 -0.63 -1.47 -0.80
C -1.240 -0.078 0.001 1.56 -0.33 -0.32
C -0.007 -0.731 -0.501 -0.80 3.16 0.94
F 0.438 -1.766 0.204 0.56 -1.75 -0.57
C 0.035 0.537 0.405 -0.79 -0.72 -1.04
Cl 0.532 2.093 -0.231 0.02 -0.11 0.19
H 0.203 -0.514 -1.574 0.24 -1.12 0.89
H 0.267 0.295 1.436 0.46 0.40 -0.09
```
Forces are in eV/Å.